Record 1
This record from OMol25 describes a structure of composition C19H16AsCl5F6N2OOsSSbSe at a distorted geometry. The level of theory is wB97M-V/def2-TZVPD.

Geometry as XYZ:
```
54
Properties=species:S:1:pos:R:3:forces:R:3:nbo_charge:R:1
C -0.48295 2.54563 -0.71237 0.26 -0.71 0.18 -0.690
C -2.56182 3.87894 -3.57438 -0.23 0.06 -0.10 -0.190
H 4.99116 2.99020 1.53245 0.01 -0.02 0.01 0.287
C -1.07979 -3.80552 1.94201 -0.06 -0.21 -0.05 -0.089
H 2.69860 0.42287 -1.38853 -0.07 -0.08 0.09 0.288
C 0.65661 -5.32822 2.66301 -0.01 -0.28 -0.02 0.023
Cl -1.72983 -6.39965 2.00812 0.06 0.03 -0.02 0.160
Cl -2.61704 -3.48996 1.31887 -0.04 0.08 0.01 0.167
Cl 1.20268 -6.89548 2.89706 -0.05 0.22 -0.01 0.253
H -2.68670 -0.83188 -0.28222 0.06 0.01 -0.01 0.261
C -2.71884 3.65761 -0.81642 0.29 -0.16 0.09 -0.236
N 0.25792 1.17254 2.85238 -0.07 -0.08 0.90 -0.507
F 2.57122 -1.70754 0.21878 -0.12 -0.32 -0.13 -0.716
C 1.09745 -2.96045 2.67905 -0.10 -0.35 -0.04 -0.167
H -0.48894 2.85574 0.33247 0.07 0.07 -0.01 0.236
C -0.49708 0.02696 -2.53767 0.30 -0.32 0.14 -0.920
O -0.53804 -1.52121 1.75562 0.00 0.19 0.23 -0.645
Sb 2.03271 -3.01128 -1.18857 -0.72 0.96 0.82 3.175
H -2.50623 3.98275 -4.64988 0.06 -0.04 0.01 0.235
F 0.28919 -2.41221 -0.51103 0.40 -0.13 -0.43 -0.715
Cl 3.13579 -4.50909 3.40700 -0.09 -0.05 0.06 0.176
C -1.52922 3.28438 -2.87275 0.21 -0.06 0.28 -0.243
H -2.76828 0.66535 0.66167 0.03 0.04 -0.02 0.248
H 0.45928 0.29789 -2.97800 -0.01 0.04 0.08 0.258
Cl 2.09594 -1.59528 3.01649 0.22 0.10 0.22 0.155
C 3.14459 1.82364 1.53593 0.20 0.19 0.04 -0.053
H -1.31126 0.52814 -3.05771 -0.04 0.10 0.13 0.262
S 4.48569 1.87979 -0.60234 -0.27 -0.10 0.15 0.642
C -3.67904 4.35972 -2.90160 0.08 -0.09 0.09 -0.178
C -0.12394 1.17917 3.95699 0.35 0.24 -1.38 0.054
H -0.61572 -1.05093 -2.61133 -0.01 -0.03 0.03 0.274
H -3.07333 0.70148 -1.09575 0.08 0.10 -0.03 0.268
H -4.49642 4.80322 -3.45310 0.04 0.08 0.00 0.237
C -0.18575 -2.69202 2.11427 0.15 -0.25 0.10 0.532
C -0.66612 -5.09176 2.22337 -0.18 0.10 -0.05 -0.096
F 1.07845 -3.98290 -2.45935 0.59 -0.05 0.03 -0.632
C 4.28185 2.35001 1.03404 -0.05 -0.01 -0.10 -0.405
As -0.61445 0.53613 -0.67219 -0.59 0.98 -0.57 1.133
H -0.64207 2.93806 -3.39162 -0.03 0.02 -0.07 0.212
Se -0.68122 1.18514 5.61594 -0.38 0.03 1.07 0.563
H 2.77484 1.96512 2.53867 -0.06 -0.01 -0.02 0.243
C 3.04902 1.00403 -0.54525 0.27 0.08 -0.26 -0.117
C 1.54365 -4.23223 2.90190 0.21 0.41 0.04 -0.030
F 3.86192 -3.28508 -1.39006 -0.30 -0.28 -0.36 -0.632
C -1.59565 3.16040 -1.48201 -0.40 0.25 -0.27 0.003
H -2.76438 3.57759 0.26468 -0.06 0.07 0.00 0.207
C -2.49115 0.23960 -0.30107 0.14 -0.34 0.26 -0.938
C -3.74511 4.26447 -1.51689 -0.14 0.03 -0.15 -0.191
F 2.06680 -1.46494 -2.30487 0.03 -0.29 0.11 -0.688
H -4.59692 4.67497 -0.99127 0.00 -0.06 0.03 0.234
Os 0.86920 -0.13429 1.20432 -0.11 -0.37 -0.97 1.276
F 1.91161 -4.35908 0.13594 0.11 0.09 -0.27 -0.682
H 0.49403 2.75484 -1.15024 0.02 0.04 0.06 0.240
N 2.43705 1.05460 0.62746 -0.04 0.06 0.10 -0.540
```
Positions in Å, forces in eV/Å.

The largest force on an atom comes out at 1.5 eV Å⁻¹. Its spin multiplicity is 6. For the energy above the lowest of the compared OMol25 structures with the same formula, charge and spin, the calculation gives 0.41 kcal per mole. The total charge is +2. Its total energy is -249917.094 eV. The calculation puts the orbital gap (spin up / spin down) at 7.042 / 4.086 eV. The expectation value of S² is 8.8018.

Record 2
This record from OMol25 describes a structure of composition C19H16BF6MnN5S at a distorted geometry. The level of theory is wB97M-V/def2-TZVPD.

Geometry as XYZ:
```
49
Properties=species:S:1:pos:R:3:forces:R:3:nbo_charge:R:1
C 0.29410 1.20482 -2.68503 -0.16 0.04 -0.01 0.106
H 4.33410 -0.47669 2.59418 0.01 0.01 0.00 0.240
H -1.93727 2.91467 -4.55307 0.01 0.02 -0.04 0.224
H 0.50896 2.38356 -4.44869 -0.01 0.03 -0.03 0.231
H -4.63786 -0.04348 -0.26227 0.01 0.01 0.00 0.237
Mn 0.17148 -0.59672 -0.29866 -0.90 -0.50 0.81 0.997
C -4.01922 0.84945 -0.38512 -0.08 -0.10 0.11 -0.689
C 4.40236 -2.21363 1.34773 0.02 -0.06 -0.02 -0.143
S -0.44512 -2.28272 1.89574 0.28 0.05 -0.22 -0.081
F 1.41464 -1.35124 -2.69577 0.13 0.02 0.05 -0.561
H -3.69642 -1.76736 3.20531 -0.04 0.02 -0.02 0.387
H 1.33456 0.92159 -2.61996 -0.04 0.05 0.00 0.232
C -2.59654 0.46882 -0.63360 0.43 -0.21 0.08 0.244
C 2.58347 -2.42760 -0.15858 0.03 0.01 0.06 0.085
H 2.03334 -2.94405 -0.93144 0.01 -0.03 -0.05 0.227
N -0.50641 0.70650 -1.74443 0.14 0.24 -0.04 -0.436
C -1.93491 -1.63922 2.12811 -0.46 0.11 0.19 0.266
N -2.69993 -1.90135 3.22610 0.23 0.00 -0.18 -0.786
F 0.72289 -3.49908 -3.10741 0.00 -0.09 0.04 -0.544
C 1.67501 2.74517 2.86476 -0.08 -0.09 -0.12 -0.390
H -3.40493 -0.31932 1.55416 0.08 -0.03 -0.01 0.385
F -0.35482 -2.20538 -1.53179 0.06 0.02 0.10 -0.568
F -0.24029 4.04178 2.48637 0.00 0.03 0.01 -0.334
C -0.01266 2.03491 1.27299 0.05 0.02 0.09 -0.310
C 2.38129 1.60083 2.54814 -0.07 0.02 -0.02 0.436
N 2.05050 -1.28444 0.27617 0.10 0.37 -0.19 -0.496
F -0.57281 -1.71614 -3.77386 -0.14 0.05 -0.06 -0.551
C 2.66061 -0.57145 1.24941 -0.09 0.04 0.00 0.225
C 0.47541 2.93004 2.20348 0.08 -0.03 0.03 0.414
H 2.05097 3.45658 3.58339 0.01 0.01 0.02 0.241
H -2.35379 -2.61603 3.84242 0.02 -0.01 -0.01 0.420
H -3.42453 2.02742 -2.80431 -0.05 -0.02 0.04 0.219
H 4.16798 -3.85429 -0.03975 0.02 -0.05 -0.01 0.227
H -4.44330 1.43298 -1.19204 0.02 0.02 -0.05 0.243
C -0.18052 2.01145 -3.70567 -0.04 0.01 -0.04 -0.226
C 1.93390 0.65970 1.62531 0.02 0.01 -0.01 -0.179
C -2.37121 1.80255 -2.77581 0.27 -0.09 0.07 -0.219
B 0.31310 -2.21514 -2.84275 -0.02 -0.04 -0.13 1.338
C 0.69821 0.87540 0.96822 0.16 -0.11 -0.18 -0.252
N -1.92640 -0.30650 0.15438 0.02 0.41 -0.65 -0.217
C 3.85202 -1.03341 1.80934 -0.06 0.02 -0.01 -0.247
F 3.56209 1.43613 3.19178 0.01 0.00 0.01 -0.336
C -1.81920 1.01369 -1.77351 0.07 -0.20 0.25 0.147
H -4.10013 1.45093 0.52598 -0.01 0.02 0.00 0.234
C -1.53261 2.30231 -3.75998 0.08 -0.05 0.06 -0.148
N -2.55253 -0.77725 1.26192 -0.09 0.01 0.03 -0.433
C 3.76552 -2.93086 0.34608 -0.01 0.06 0.04 -0.267
H -0.95142 2.27717 0.78577 -0.04 -0.02 -0.01 0.189
H 5.32832 -2.57510 1.77626 0.01 -0.01 0.00 0.217
```
Positions in Å, forces in eV/Å.

The largest force on an atom comes out at 1.3 eV Å⁻¹. Its spin multiplicity is 2. For the energy above the lowest of the compared OMol25 structures with the same formula, charge and spin, the calculation gives 16.86 kcal per mole. Its total energy is -86556.396 eV. The calculation puts the orbital gap (spin up / spin down) at 7.224 / 6.842 eV. The expectation value of S² is 1.2168.

Record 3
This record from OMol25 describes an isolated molecule of C19H16BFN2O4S at a distorted geometry. The level of theory is wB97M-V/def2-TZVPD.

Geometry as XYZ:
```
44
Properties=species:S:1:pos:R:3:forces:R:3:nbo_charge:R:1
H 0.30348 -2.00379 -0.82644 0.63 -1.34 1.52 0.522
C 3.79549 -0.52228 2.22167 -0.80 -0.69 0.66 -0.559
F -6.58576 -0.83735 -1.08142 0.62 -0.08 -0.43 -0.328
O -3.20332 2.31132 0.23477 -1.43 0.09 0.51 -0.691
H -0.78231 -1.08191 0.95157 1.36 0.94 0.04 0.231
H 2.58680 1.76727 3.23098 0.23 -0.39 -0.35 0.211
C 1.73412 1.74400 -0.79944 -1.48 -0.74 -0.07 0.088
C 2.03026 -0.40816 -1.93426 1.25 1.17 0.24 -0.132
N -1.32377 0.95053 -1.24759 1.05 -0.04 -0.20 -0.591
C 1.92276 1.10185 2.67336 0.37 -0.13 -0.46 -0.174
C -4.96474 0.67544 -0.33846 0.22 -0.10 -1.14 -0.351
C -2.69085 0.46755 -1.16401 1.76 0.18 -1.21 0.066
C 3.25512 -0.43109 -1.28460 0.64 -0.12 -0.46 -0.272
H 2.84760 -3.68871 0.14368 0.18 0.86 1.46 0.502
C 1.26962 0.73167 -1.68410 -2.04 -0.52 1.20 -0.195
H -4.72117 -1.77243 -2.73490 0.41 0.01 0.63 0.235
C -0.20414 0.31980 -1.81386 -3.09 -0.22 -0.80 0.684
C -0.27996 0.83289 1.76996 1.20 0.35 -0.38 -0.224
C -3.67318 1.20007 -0.45446 0.60 -0.67 0.94 0.301
H 3.85683 -1.61029 2.27996 0.58 0.25 -0.01 0.254
H 4.01878 -1.16593 -1.53000 -0.30 -0.11 0.37 0.240
C 0.06236 -0.40393 1.29673 -0.92 -2.07 1.08 -0.210
C -5.28798 -0.43506 -1.16546 0.27 0.83 1.07 0.410
H -1.17887 1.88769 -1.01166 -0.01 1.46 0.88 0.399
H 1.12853 2.62146 -0.54414 0.07 -0.28 -0.39 0.200
N 2.78273 1.57381 -0.02973 0.69 0.40 -0.84 -0.420
H -2.38392 -1.12493 -2.63599 0.42 0.18 0.21 0.272
S 4.82380 0.14937 0.88782 0.01 0.21 -0.87 0.228
C 2.33388 -0.18045 2.20413 -1.60 1.57 -0.20 -0.015
H 4.26736 -0.01661 3.04264 0.04 -0.25 0.86 0.232
H -3.90729 2.68014 0.84156 1.06 -0.72 -1.13 0.496
H 0.50841 2.67825 2.53445 -0.25 0.39 0.32 0.210
C 1.34416 -0.95151 1.52893 1.74 0.38 -0.92 -0.350
H -1.24374 1.20354 1.62226 -1.45 0.56 -0.29 0.215
B 1.74795 -2.23250 0.66563 -2.25 -0.15 0.67 1.128
C 3.52379 0.50509 -0.28425 0.60 -0.67 0.05 0.091
C -3.02327 -0.63600 -1.93635 -2.18 -0.10 -0.19 -0.180
H -5.74905 1.18468 0.24266 0.46 -0.38 -0.29 0.234
C -4.35060 -1.07238 -1.97407 -1.33 0.45 0.20 -0.300
H 1.66860 -1.22638 -2.55056 0.07 0.31 0.09 0.266
O 2.85476 -3.02309 0.89728 -0.78 -0.65 -2.05 -0.893
C 0.69573 1.64723 2.31782 0.36 -0.90 0.96 -0.205
O 0.69380 -2.67828 -0.17610 1.05 0.93 -1.43 -0.953
O -0.50281 -0.73060 -2.38602 1.96 -0.22 0.15 -0.670
```
Positions in Å, forces in eV/Å.

The largest force on an atom comes out at 3.2 eV Å⁻¹. For the energy above the lowest of the compared OMol25 structures with the same formula, charge and spin, the calculation gives 12.31 kcal per mole. Its total energy is -45363.213 eV. The calculation puts the orbital gap at 8.238 eV.

Record 4
This record from OMol25 describes a structure of composition C19H16Cl2IN5O3Pd. The level of theory is wB97M-V/def2-TZVPD.

Geometry as XYZ:
```
47
Properties=species:S:1:pos:R:3:forces:R:3:nbo_charge:R:1
C -0.04045 4.35201 -0.45097 -0.01 -0.08 -0.08 -0.151
N -1.42235 -0.54362 1.74869 -0.02 -0.09 0.00 -0.383
H 0.14314 -3.89738 -2.04681 0.00 0.00 0.00 0.237
C 0.08119 5.03979 0.75143 0.01 -0.01 0.09 -0.122
O 2.17768 0.50556 -0.30431 0.00 0.08 -0.02 -0.614
C -0.52693 -2.66938 -5.66044 0.00 0.01 0.00 -0.206
H 0.13538 6.11964 0.75510 0.00 0.01 0.00 0.262
C -0.49731 -1.75693 -4.62518 -0.01 0.00 -0.07 -0.139
H 4.64223 0.17209 0.22464 -0.01 -0.01 0.00 0.264
H 0.22716 4.81733 2.88951 0.00 0.01 0.00 0.264
H -0.74497 -2.47178 1.92003 -0.01 0.00 -0.01 0.445
H 0.10879 2.33518 2.77575 -0.01 0.00 0.00 0.233
N -0.24993 0.87886 -1.55610 -0.02 0.03 -0.01 -0.250
N -0.34581 0.09784 -2.57545 0.02 0.02 -0.03 -0.145
H -2.79698 -3.03215 3.28201 -0.02 0.00 0.01 0.266
H -0.66272 -0.70836 -4.82109 0.00 0.00 0.00 0.236
C 0.13241 4.32565 1.93200 -0.01 0.04 -0.07 -0.182
N -0.05211 2.28002 0.73133 -0.04 0.03 -0.12 -0.476
C -0.10493 2.96561 -0.44076 -0.01 0.07 0.09 0.093
C 4.05591 -0.55499 0.77772 -0.05 0.03 0.02 -0.338
H -0.45248 2.14640 -3.80047 0.00 0.00 0.00 0.274
H -2.70193 1.09716 2.05974 -0.02 0.00 0.00 0.239
H 0.60276 3.43337 -3.19002 0.01 -0.01 0.01 0.279
Pd 0.05021 0.11078 0.40785 0.03 0.00 0.04 1.414
O 1.72074 -0.78823 1.37260 -0.05 -0.12 0.05 -0.550
C -3.28663 -0.85980 2.95701 -0.01 -0.05 0.01 -0.302
Cl 4.32090 -2.14777 0.06002 0.01 -0.02 -0.01 0.057
C -0.22113 -1.28222 -2.20859 0.00 0.10 -0.10 0.622
H -1.14215 3.58155 -3.01250 -0.01 -0.01 0.00 0.272
Cl 4.49892 -0.48123 2.47742 0.00 0.00 -0.04 0.064
N -1.49267 -1.83072 2.14192 0.04 -0.01 -0.05 -0.302
H -0.08081 4.89443 -1.38403 0.00 0.00 0.00 0.252
C 0.06264 2.93508 1.87495 0.02 -0.06 0.02 0.088
I -5.06722 -0.52364 3.92848 0.06 -0.01 -0.03 0.309
C -0.23072 2.20075 -1.68491 0.00 0.11 -0.02 0.390
H -0.33872 -4.72961 -6.21385 0.00 -0.01 0.00 0.243
C -0.31495 2.86891 -3.00402 -0.01 -0.01 -0.04 -0.709
C -2.51797 0.05111 2.24346 0.01 0.02 0.05 -0.021
H 0.09088 -5.52039 -3.91607 0.00 -0.01 0.00 0.244
O -0.08927 -1.60365 -1.02144 0.07 -0.12 0.13 -0.614
C -0.04698 -3.56881 -3.05914 0.01 -0.09 -0.02 -0.144
C -0.07502 -4.46860 -4.10065 0.01 0.01 0.05 -0.203
C -0.31626 -4.01837 -5.39892 0.00 0.03 0.00 -0.097
H -0.71376 -2.33516 -6.67104 0.00 0.00 0.00 0.243
C 2.58326 -0.24956 0.60320 0.05 -0.04 0.00 0.754
C -0.25756 -2.20486 -3.31568 -0.01 0.07 0.12 -0.127
C -2.58683 -2.05895 2.86948 -0.04 0.09 0.05 0.028
```
Positions in Å, forces in eV/Å.

The largest force on an atom comes out at 0.2 eV Å⁻¹. Its spin multiplicity is 5. For the energy above the lowest of the compared OMol25 structures with the same formula, charge and spin, the calculation gives 0.40 kcal per mole. The total charge is +2. Its total energy is -70162.115 eV. The calculation puts the orbital gap (spin up / spin down) at 6.913 / 4.356 eV. The expectation value of S² is 6.0400.

Record 5
This record from OMol25 describes a cluster of 2 separate species, C19H16Cl2N in total at a distorted geometry. The level of theory is wB97M-V/def2-TZVPD.

Geometry as XYZ:
```
38
Properties=species:S:1:pos:R:3:forces:R:3:nbo_charge:R:1
C 1.90471 -0.23899 3.51802 -0.50 0.13 -0.30 -0.229
C -1.50177 -3.24028 -2.48953 -0.10 0.61 0.52 0.033
H -0.88825 -2.00795 -4.15020 -0.08 0.00 0.22 0.249
C 2.89525 -1.14567 1.52537 -0.32 0.02 -0.36 -0.024
N 0.65616 -0.29308 1.47230 -0.16 0.14 -0.17 -0.466
C -1.47221 0.29471 -0.11789 -0.59 0.12 -0.09 0.152
H 3.87301 -1.97692 -0.21770 0.01 0.04 0.15 0.221
C 2.99055 -0.82861 2.87980 -0.42 0.17 0.07 -0.164
C -1.00754 3.66046 -1.79822 -0.09 -0.45 0.02 -0.245
C -1.93593 -2.08478 -0.41356 0.46 0.26 -0.10 -0.080
H -1.97968 4.63288 1.32195 -0.01 -0.16 -0.13 0.252
C -1.90309 -3.26300 -1.14147 -0.10 0.17 -0.14 -0.238
C -1.72691 3.96377 0.50452 -0.10 -0.12 -0.21 -0.251
H -0.71018 4.08868 -2.75206 -0.05 -0.08 0.20 0.250
Cl -1.45574 -4.68499 -3.39866 0.03 0.06 0.08 0.106
C 4.06851 -1.77954 0.84006 0.31 -0.16 -0.17 -0.641
H 4.33621 -2.73198 1.31926 -0.12 0.22 -0.13 0.234
C -1.30756 4.50863 -0.72269 -0.13 -0.78 0.22 0.050
C 0.74627 0.02120 2.76572 0.75 -0.29 0.14 0.028
H -1.49259 0.05288 0.94221 -0.53 0.04 -0.25 0.249
C -1.46285 1.68754 -0.40513 0.17 0.93 -0.06 -0.109
C -1.82290 2.58876 0.64961 0.45 -0.20 -0.21 -0.101
Cl -1.19546 6.20053 -0.91959 0.02 -0.08 0.05 0.105
C -1.17055 -2.02210 -3.10023 -0.10 0.38 0.19 -0.234
H 1.92254 0.02423 4.57329 0.08 -0.07 -0.22 0.233
C -1.21896 -0.83766 -2.37273 -0.02 -0.49 0.12 -0.094
H 3.91286 -1.04651 3.42303 -0.29 0.08 -0.14 0.230
C 1.68965 -0.85765 0.84948 0.83 -0.11 0.93 0.024
H -0.86771 1.66315 -2.50729 0.09 0.41 0.25 0.212
H -0.12502 0.48870 3.22998 0.20 -0.12 -0.13 0.191
H -2.27494 -2.09665 0.62344 0.24 -0.09 -0.23 0.235
C -1.09792 2.28060 -1.64958 -0.06 0.42 0.29 -0.109
H 4.95589 -1.13423 0.90681 -0.25 -0.13 -0.04 0.234
C -1.54019 -0.83089 -0.98278 0.09 -0.84 -0.46 -0.195
H 1.57918 -1.09911 -0.21252 -0.01 0.08 0.30 0.193
H -2.19012 -4.20826 -0.69014 0.01 0.19 -0.05 0.251
H -0.99265 0.08475 -2.88999 0.06 -0.47 0.03 0.213
H -2.19004 2.16738 1.58711 0.23 0.16 -0.18 0.230
```
Positions in Å, forces in eV/Å.

The largest force on an atom comes out at 1.3 eV Å⁻¹. For the energy above the lowest of the compared OMol25 structures with the same formula, charge and spin, the calculation gives 28.27 kcal per mole. The total charge is +1. Its total energy is -46490.447 eV. The calculation puts the orbital gap at 6.576 eV.

> The lowest total energy belongs to which entry?

C19H16AsCl5F6N2OOsSSbSe